(1)
Computed, not measured: the molecule C2H3Br2N3 in a non-equilibrium geometry, with ωB97M-V/def2-TZVPD.

XYZ file:
```
10
Properties=species:S:1:pos:R:3:lowdin_charge:R:1
H -1.79 2.21 0.21 0.064
N -1.51 1.24 0.20 0.121
C -0.38 0.91 0.58 -0.872
Br 1.00 2.13 1.25 0.627
C 0.02 -0.50 0.53 -0.761
Br 1.10 -1.14 1.97 0.678
N 1.01 -0.73 -0.88 -0.039
N 0.41 -1.39 -1.69 0.034
H 0.98 -1.56 -2.53 0.074
H -0.84 -1.15 0.36 0.072
```

Its SMILES is [H]/N=C(\Br)[C@H](Br)/N=N/[H]. For the gap between HOMO and LUMO, the calculation gives 9.51 eV.


(2)
Computed, not measured: the molecule C2H3Br2NO in a non-equilibrium geometry, with ωB97M-V/def2-TZVPD.

XYZ file:
```
9
Properties=species:S:1:pos:R:3:lowdin_charge:R:1
C -0.16 0.26 -0.04 -0.050
C -1.44 1.00 -0.02 -0.650
O -1.69 2.16 -0.01 0.035
N -2.65 0.08 0.03 -0.934
Br -2.66 -1.90 0.10 0.591
Br -4.23 0.98 0.02 0.706
H 0.04 0.12 1.13 0.145
H 0.54 0.96 -0.53 0.090
H -0.39 -0.73 -0.64 0.069
```

Its SMILES is CC(=O)N(Br)Br. For the gap between HOMO and LUMO, the calculation gives 8.04 eV.


(3)
Computed, not measured: a cluster of 2 separate species, C2H3Br3Si in total in a non-equilibrium geometry, with ωB97M-V/def2-TZVPD.

XYZ file:
```
9
Properties=species:S:1:pos:R:3:lowdin_charge:R:1
C 0.35 -0.19 0.61 -0.978
C -0.83 0.17 1.11 -0.883
Si 0.68 -0.13 -1.26 0.611
Br -2.87 1.60 0.15 0.091
Br -1.44 0.02 2.81 0.723
Br 1.67 -1.10 1.66 0.673
H 2.07 -0.72 -1.40 -0.054
H 0.82 1.09 -1.87 -0.109
H -0.46 -0.74 -1.81 -0.075
```

For the gap between HOMO and LUMO (spin up / spin down), the calculation gives 7.19 / 7.19 eV.


(4)
Computed, not measured: a structure of composition C2H3Br3Si in a non-equilibrium geometry, with ωB97M-V/def2-TZVPD.

XYZ file:
```
9
Properties=species:S:1:pos:R:3:lowdin_charge:R:1
C 0.08 0.49 -2.00 -0.649
C -0.59 0.17 -3.10 -1.271
Si 0.27 0.06 -0.23 0.532
Br 1.49 2.37 -2.33 0.292
Br -0.40 0.71 -4.84 0.714
Br -2.11 -1.12 -3.01 0.590
H -1.02 0.16 0.53 -0.059
H 1.49 0.69 0.37 -0.072
H 0.68 -1.33 0.17 -0.077
```

For the gap between HOMO and LUMO, the calculation gives 8.25 eV.


(5)
Computed, not measured: the molecule C2H3BrClF in a non-equilibrium geometry, with ωB97M-V/def2-TZVPD.

XYZ file:
```
8
Properties=species:S:1:pos:R:3:lowdin_charge:R:1
C 0.88 0.22 0.15 -0.113
C -0.73 -0.09 -0.05 -1.347
F -1.46 0.96 0.32 -0.094
Cl -1.18 -1.49 0.97 0.582
Br -1.12 -0.46 -1.92 0.798
H 1.44 -0.63 -0.24 0.054
H 1.10 1.11 -0.43 0.058
H 1.06 0.38 1.20 0.061
```

For the gap between HOMO and LUMO (spin up / spin down), the calculation gives 6.24 / 6.51 eV. As for the spin multiplicity: 3.


(6)
Computed, not measured: a structure of composition C2H3BrClNO2 in a non-equilibrium geometry, with ωB97M-V/def2-TZVPD.

XYZ file:
```
10
Properties=species:S:1:pos:R:3:lowdin_charge:R:1
C 1.01 0.55 -0.29 -0.143
C -0.20 -0.25 -0.35 -0.835
N -0.70 -0.85 0.91 -0.462
O -1.43 -1.82 0.83 0.067
O -0.17 -0.40 1.88 0.093
Cl -0.56 -1.11 -1.71 0.847
Br -1.98 1.68 -0.35 0.173
H 1.13 0.98 -1.20 0.046
H 1.98 -0.08 -0.14 0.157
H 0.92 1.30 0.42 0.058
```

For the gap between HOMO and LUMO, the calculation gives 7.47 eV.


ΔE to the lowest compared entry with this formula, charge and spin for the records above, in order: 259.2, 58.1, 653.1, 548.6, 152.1, 178.9 kJ/mol